Formula: C31H59BrIO10P
Source: the OMol25 dataset
Level of theory: ωB97M-V with the def2-TZVPD basis set

```
103
Properties=species:S:1:pos:R:3:forces:R:3
H 1.326 2.087 -4.082 0.00 0.01 0.00
C 1.077 -1.214 2.576 0.04 -0.17 -0.12
C 0.283 -0.520 -0.831 0.05 -0.22 0.15
C 1.841 -1.059 1.251 0.35 0.03 -0.09
C 1.155 -1.296 5.118 0.02 0.02 0.08
H -4.261 4.077 -0.890 0.00 0.01 0.01
H 1.494 -9.163 -1.107 0.07 -0.01 -0.04
H 6.513 4.304 -1.015 -0.03 0.01 0.02
H 5.558 5.583 -1.755 -0.01 -0.01 0.03
H 2.321 -0.001 3.827 0.14 -0.10 0.03
H 1.378 -5.492 1.176 0.13 0.06 0.07
C 4.217 3.138 -2.156 0.03 -0.07 -0.15
H -3.040 4.234 -2.187 0.03 0.03 0.00
C -1.961 0.777 -0.914 -0.01 0.09 -0.06
H -2.009 4.476 -5.272 0.00 0.00 -0.01
C 6.210 4.734 -1.971 0.05 -0.02 -0.06
H -0.145 -4.812 1.766 0.08 -0.02 -0.10
H 1.653 3.418 -5.214 0.00 -0.01 -0.03
H 4.148 -9.464 -1.014 -0.01 0.00 -0.03
H 0.371 -2.042 4.971 0.07 -0.02 0.02
C -2.849 -0.463 -0.981 -0.09 -0.02 0.04
H 0.823 1.976 -5.790 0.01 0.03 -0.02
H 3.495 3.930 -1.951 0.01 -0.01 0.06
H -4.873 -3.307 2.067 -0.01 -0.02 -0.02
H -4.577 -3.969 -0.479 -0.02 -0.01 0.02
C -0.574 0.553 -1.518 0.01 -0.15 -0.22
H 0.848 -7.659 -0.410 -0.01 0.00 -0.02
H -3.431 -3.416 3.106 -0.01 0.00 0.00
C -2.240 4.271 -0.213 -0.03 0.02 -0.04
H -3.510 5.652 -1.248 0.02 0.01 -0.03
H 5.082 -8.151 -0.255 0.00 0.00 -0.01
C 0.972 -3.432 0.527 0.20 0.09 0.10
O 2.990 -7.267 0.824 0.01 -0.03 -0.03
C -5.540 4.661 3.289 0.02 -0.02 0.02
H -3.998 5.374 1.998 0.01 0.00 0.01
H -1.918 1.144 0.115 0.02 -0.07 -0.06
O 3.155 -0.459 1.501 -0.19 -0.15 0.05
O -2.425 3.551 0.746 0.05 0.01 0.01
C 2.172 -2.483 0.746 -0.09 -0.16 -0.03
H -1.252 3.466 -6.528 0.03 0.01 -0.02
H 0.686 -0.392 5.506 -0.07 -0.05 -0.06
H 7.087 5.072 -2.518 0.00 0.00 0.00
I 1.044 -4.244 -1.472 -0.15 0.02 -0.07
O 2.626 0.006 -0.595 -0.03 0.24 0.03
H -2.424 1.580 -1.496 -0.03 -0.03 0.05
H -0.750 0.202 -2.540 0.08 0.09 -0.01
H 2.760 -1.712 3.742 0.05 0.14 -0.07
C 0.938 2.642 -4.932 -0.03 -0.02 0.09
C -3.678 -4.518 -0.191 0.12 0.04 -0.02
C 1.671 -8.094 -0.972 -0.10 0.04 0.11
O 5.853 3.360 -3.878 -0.03 0.01 0.00
H -0.193 4.563 0.275 0.07 0.07 -0.05
Br -0.550 -0.145 2.640 -0.22 0.11 0.12
H 0.027 -2.897 0.531 0.16 -0.06 -0.04
H 3.768 2.399 -2.815 -0.01 0.00 0.02
C 1.372 -0.073 0.143 -0.06 -0.14 0.05
H -0.420 4.905 -5.952 0.02 -0.02 -0.02
C 0.896 -4.584 1.532 -0.08 0.00 0.06
C 4.222 -8.384 -0.877 0.03 0.04 0.07
H -6.920 3.936 4.755 0.01 0.00 0.00
C -0.895 4.883 -0.492 0.07 -0.16 0.12
C -3.966 -3.876 2.279 0.12 0.04 0.03
H 2.795 -2.930 1.528 0.09 0.11 -0.07
H -5.672 5.032 5.399 0.03 -0.01 0.01
C 5.461 3.701 -2.784 0.01 0.04 0.03
O -6.374 4.666 2.414 0.02 0.01 0.02
O 1.796 2.639 -0.306 0.10 0.04 0.18
H -4.269 -4.888 2.553 -0.03 0.00 -0.02
H 1.727 1.809 1.971 -0.12 -0.11 0.11
C 3.618 0.027 0.322 -0.27 -0.05 0.03
C 1.920 -1.016 3.825 -0.11 0.06 -0.03
C -5.873 4.221 4.696 -0.07 -0.02 -0.04
H 1.837 -1.666 5.884 -0.03 0.02 0.00
H 1.390 -4.299 2.467 -0.03 -0.01 -0.02
C -0.389 3.263 -4.577 0.15 -0.05 -0.01
H -0.388 -1.214 -0.325 0.03 0.02 0.05
O -0.879 3.112 -3.480 -0.16 0.10 0.00
C -3.343 4.575 -1.194 -0.05 -0.07 0.05
H -0.196 1.938 0.844 -0.05 0.01 0.19
C 2.964 -7.857 -0.232 -0.01 0.02 -0.02
H 1.715 -7.629 -1.958 0.02 -0.05 -0.03
H -3.972 -5.552 -0.002 -0.03 0.01 0.01
H -2.545 -1.238 -0.273 0.07 0.04 -0.04
O -1.958 -3.473 1.072 -0.11 0.06 0.06
H -0.955 5.973 -0.507 -0.06 0.00 -0.05
C -4.116 5.090 3.040 -0.07 0.06 -0.08
H -0.035 1.497 -1.634 -0.01 -0.03 0.04
H 2.805 -2.401 -0.137 -0.08 0.00 -0.01
O 4.716 0.422 0.140 0.48 0.02 -0.08
H -3.885 -0.207 -0.746 0.04 0.00 -0.02
H 4.450 2.665 -1.202 -0.02 0.02 0.02
H -0.541 4.541 -1.467 0.01 0.04 0.01
H 4.349 -7.935 -1.864 -0.02 -0.02 -0.02
H 0.819 -1.098 -1.586 -0.07 -0.07 0.02
H 0.690 -2.229 2.587 -0.16 0.09 0.09
H -3.429 4.273 3.261 0.01 0.01 0.02
C -3.084 -3.914 1.056 -0.23 -0.02 -0.04
H -3.862 5.933 3.686 0.01 -0.03 0.04
C -1.068 4.082 -5.646 -0.07 0.00 0.08
H -2.953 -4.484 -1.000 0.01 0.00 0.00
H -5.244 3.376 4.981 0.02 0.02 0.01
H -2.828 -0.899 -1.985 -0.03 0.01 0.04
P 1.171 1.729 0.684 -0.09 0.25 -0.46
```
Positions in Å, forces in eV/Å.

The value obtained for the lowest unoccupied orbital energy is 0.28 eV. The value obtained for the HOMO-LUMO gap is 9.173 eV. As for the total energy: -141011.75968 eV. The structure (SMILES) is CCCC[C@]1([PH2]=O)OC(=O)O[C@@]1(C[C@H](C)I)[C@H](Br)CC.CC(C)=O.CC(C)=O.CC(C)=O.CC(C)=O.CC(C)=O.CC(C)=O. As for the charge: 0. As for the largest force on an atom: 0.53 eV Å⁻¹.


Formula: C3H9N2O2
Source: the OMol25 dataset
Level of theory: ωB97M-V with the def2-TZVPD basis set

```
16
Properties=species:S:1:pos:R:3:forces:R:3
H 1.418 1.724 -0.601 0.09 -0.87 0.07
H 2.065 0.244 -1.276 -0.49 0.26 0.56
O -0.099 2.468 0.363 1.33 -3.08 -1.81
C -0.842 1.182 0.388 0.80 1.74 0.55
C -0.092 -1.317 0.066 -0.99 0.83 -2.74
H -2.234 -1.443 -0.154 0.32 0.23 0.05
H -1.347 -2.959 0.350 -0.10 3.67 -1.23
H -0.371 0.330 -1.547 0.26 -0.57 0.29
N -1.337 -1.882 -0.013 0.98 -3.37 1.72
N 1.471 0.674 -0.541 -0.73 -0.48 0.79
O 0.918 -1.922 0.289 0.66 0.02 0.82
H -0.907 1.168 1.530 -0.17 -1.88 -1.60
C 0.032 0.170 -0.536 -1.49 0.89 1.99
H -0.668 3.160 0.540 -1.89 2.36 0.56
H -1.861 1.246 -0.096 1.07 0.08 0.66
H 1.828 0.409 0.398 0.33 0.16 -0.69
```
Positions in Å, forces in eV/Å.

The value obtained for the lowest unoccupied orbital energy is -3.34 eV. The value obtained for the HOMO-LUMO gap is 11.369 eV. As for the total energy: -10324.78402 eV. The structure (SMILES) is NC(=O)[C@H]([NH3+])CO. As for the charge: +1. As for the largest force on an atom: 3.90 eV Å⁻¹.


Formula: C5H12N
Source: the OMol25 dataset
Level of theory: ωB97M-V with the def2-TZVPD basis set

```
18
Properties=species:S:1:pos:R:3:forces:R:3
H -1.327 -1.724 -0.588 0.24 0.48 -0.18
H -1.660 1.642 0.555 -0.56 0.69 -0.62
H 3.367 -1.751 0.878 0.02 -0.05 0.06
H 1.167 -1.634 -0.387 0.64 -0.39 0.10
H -1.622 -0.654 -2.034 0.01 -0.14 1.50
H -2.516 -0.468 -0.476 -0.22 0.04 0.10
C 2.618 -1.001 1.091 0.75 0.24 -1.13
C 0.364 0.050 0.778 1.58 0.33 0.18
H -1.884 1.697 -1.173 -0.47 0.17 0.48
C 1.517 -0.936 0.366 -2.30 0.32 1.11
N -1.239 1.706 -0.382 0.57 -1.45 0.51
H 2.936 -0.175 1.719 -0.33 -0.28 0.43
H 0.218 0.424 -1.286 -0.31 0.27 0.47
C -0.488 0.326 -0.437 0.80 0.30 -1.76
H -0.193 -0.312 1.663 0.15 0.06 -0.49
C -1.538 -0.688 -0.897 -0.10 -0.24 -0.91
H -0.674 2.549 -0.460 0.38 -0.10 0.21
H 0.954 0.951 1.071 -0.84 -0.23 -0.05
```
Positions in Å, forces in eV/Å.

The value obtained for the lowest unoccupied orbital energy is -3.63 eV. The value obtained for the HOMO-LUMO gap is 9.898 eV. As for the total energy: -6861.98244 eV. The structure (SMILES) is C=CC[C@@H](C)[NH3+]. As for the charge: +1. As for the largest force on an atom: 2.57 eV Å⁻¹.


Formula: C8H17MnN4O2S2Te
Source: the OMol25 dataset
Level of theory: ωB97M-V with the def2-TZVPD basis set

```
35
Properties=species:S:1:pos:R:3:forces:R:3
C 2.004 -1.053 3.916 -0.02 0.01 0.04
H -0.998 -3.322 -1.458 -0.08 0.08 -0.03
Te -1.000 -2.113 -3.618 0.02 -0.21 -0.38
S -3.598 0.516 -0.081 -0.32 -0.16 -0.06
H 1.431 1.229 -0.324 0.01 0.00 0.00
C 0.634 1.951 -0.481 -0.02 0.01 0.03
C -1.357 2.065 -3.566 0.00 0.00 -0.04
H 1.527 -1.962 4.284 0.01 -0.01 -0.01
C 0.176 -2.896 0.088 -0.18 -0.16 -0.14
H 1.233 -0.289 3.818 0.00 0.00 -0.01
C -1.018 2.428 -2.141 0.03 0.00 0.06
O -3.857 0.280 1.350 0.09 0.06 0.16
O -0.092 1.472 -1.610 -0.11 -0.26 0.10
C 2.687 -1.294 2.570 0.01 -0.02 -0.06
H -1.916 2.450 -1.520 -0.01 -0.01 -0.01
H -0.289 -4.669 -0.716 -0.04 -0.04 0.17
H -0.663 1.107 1.018 -0.01 0.00 -0.01
H 1.080 2.917 -0.747 -0.01 0.01 0.00
H 0.427 2.371 1.610 0.00 0.00 -0.01
H 3.130 -0.370 2.197 0.00 0.01 0.02
N -2.476 -0.133 -0.765 0.17 0.29 0.02
H 2.727 -0.723 4.663 0.00 0.01 0.00
C -0.209 2.068 0.774 -0.01 -0.01 0.02
H -1.005 2.806 0.671 0.01 0.00 -0.01
H -2.048 2.809 -3.969 0.00 -0.01 -0.01
S 1.204 -3.409 1.386 0.00 -0.15 0.00
Mn -0.898 -0.666 -1.632 0.45 0.09 0.35
C 1.724 -1.762 1.525 0.04 0.24 0.04
H 3.494 -2.022 2.679 0.00 0.00 0.00
N -0.650 -3.738 -0.565 0.19 0.00 -0.04
H -1.824 1.081 -3.627 -0.01 0.01 0.01
H -0.541 3.415 -2.090 0.01 -0.01 -0.01
N 1.154 -0.974 0.689 -0.04 -0.09 -0.04
N 0.267 -1.608 -0.146 -0.19 0.32 -0.16
H -0.460 2.038 -4.184 0.00 0.01 0.01
```
Positions in Å, forces in eV/Å.

The value obtained for the lowest unoccupied orbital energy (spin up / spin down) is 2.28 / 2.29 eV. The value obtained for the HOMO-LUMO gap (spin up / spin down) is 5.134 / 5.007 eV. As for the total energy: -78910.22449 eV. Its expectation value of S² is 0.80. As for the charge: -1. As for the multiplicity: 2. As for the largest force on an atom: 0.58 eV Å⁻¹.


Formula: C6H26O7
Source: the OMol25 dataset
Level of theory: ωB97M-V with the def2-TZVPD basis set

```
39
Properties=species:S:1:pos:R:3:forces:R:3
H 14.085 -21.874 -13.236 0.08 0.29 0.04
C 13.712 -20.413 -8.701 -0.40 0.30 0.19
O 11.610 -15.590 -11.741 0.17 -0.20 0.34
H 14.558 -20.310 -8.018 0.01 0.02 -0.04
H 13.191 -22.476 -11.789 0.47 0.13 0.01
C 10.625 -15.521 -8.357 0.26 -0.37 -0.14
C 14.866 -16.994 -7.527 -0.49 0.36 -0.11
H 14.283 -17.397 -8.360 0.09 -0.17 0.06
H 9.607 -15.530 -7.967 -0.04 0.48 -0.19
H 10.658 -16.189 -9.225 0.00 -0.18 0.20
H 12.642 -19.271 -7.489 -0.12 -0.04 -0.02
O 12.751 -19.364 -8.439 0.22 -0.12 0.08
O 12.538 -20.659 -12.535 0.12 0.18 -0.08
H 12.126 -18.547 -10.011 -0.04 0.05 -0.15
H 13.682 -22.541 -9.035 -0.03 0.08 -0.03
H 7.663 -19.085 -11.005 0.18 0.02 -0.32
H 14.289 -16.158 -7.112 0.19 0.06 -0.02
O 11.929 -18.238 -10.914 -0.04 -0.20 0.41
H 15.808 -16.621 -7.921 0.03 -0.01 0.14
C 13.124 -21.941 -12.743 -1.07 -0.71 0.50
H 12.080 -21.812 -9.028 -0.10 0.09 0.09
H 14.370 -18.228 -6.063 -0.16 0.19 -0.02
H 13.011 -22.078 -7.507 -0.33 0.12 0.03
H 7.479 -17.467 -10.396 0.19 0.28 -0.25
H 12.004 -14.271 -8.837 0.02 0.10 -0.20
O 8.992 -17.732 -11.857 -0.18 -0.03 0.03
H 12.448 -22.569 -13.334 0.22 0.14 -0.32
O 11.050 -14.230 -8.752 -0.33 0.09 0.50
H 14.077 -20.184 -9.702 -0.10 -0.32 -0.08
C 13.058 -21.780 -8.554 0.78 -0.21 -0.30
H 11.592 -20.786 -12.415 -0.01 -0.07 -0.13
H 12.437 -15.246 -12.092 -0.08 -0.03 -0.02
H 8.870 -18.432 -9.913 -0.04 -0.01 -0.02
O 15.160 -17.952 -6.530 0.39 -0.35 -0.02
H 11.250 -15.913 -7.544 0.06 -0.11 -0.14
H 11.856 -16.413 -11.273 0.01 0.22 -0.47
H 12.093 -19.006 -11.482 0.21 0.24 -0.03
H 9.822 -17.399 -11.498 0.06 0.06 -0.28
C 8.228 -18.179 -10.765 -0.17 -0.39 0.75
```
Positions in Å, forces in eV/Å.

The value obtained for the lowest unoccupied orbital energy is 0.14 eV. The value obtained for the HOMO-LUMO gap is 9.889 eV. As for the total energy: -20974.10983 eV. The structure (SMILES) is CCO.CO.CO.CO.CO.O.O. As for the charge: 0. As for the largest force on an atom: 1.38 eV Å⁻¹.


Formula: C4H9N2
Source: the OMol25 dataset
Level of theory: ωB97M-V with the def2-TZVPD basis set

```
15
Properties=species:S:1:pos:R:3:forces:R:3
N 1.488 -1.209 -0.602 -0.54 -1.12 0.11
C 0.209 -1.104 0.218 1.98 -2.38 3.60
H 1.383 -1.599 -1.567 -0.04 0.24 1.15
C 1.455 0.369 -0.651 -0.22 -0.83 -0.41
H 0.132 -1.853 1.175 0.64 2.03 -2.26
H 0.783 0.647 1.430 0.20 -1.03 0.56
C -2.602 1.541 0.538 0.62 0.75 -2.23
H -1.825 0.976 -1.475 0.18 0.15 -0.93
C -2.197 1.433 -0.606 -0.56 -0.77 2.08
H -0.623 -1.363 -0.337 -1.71 0.30 -1.34
N 0.417 0.315 0.541 1.49 0.69 -0.71
H -3.003 2.055 1.361 -0.34 -0.04 0.93
H 2.435 0.562 -0.279 0.59 1.03 0.63
H -0.315 0.979 0.358 -1.19 -0.03 -0.48
H 2.262 -1.748 -0.105 -1.11 1.01 -0.69
```
Positions in Å, forces in eV/Å.

The value obtained for the lowest unoccupied orbital energy is -3.48 eV. The value obtained for the HOMO-LUMO gap is 9.467 eV. As for the total energy: -7261.24940 eV. As for the charge: +1. As for the largest force on an atom: 4.75 eV Å⁻¹.